# 1
118
Properties=species:S:1:pos:R:3:lowdin_charge:R:1 method="wB97M-V/def2-TZVPD" e_tot_ev=-98823.63995 fmax_ev_per_a=9.28
C -3.08 -3.90 -6.57 -0.0320
C -2.25 -4.22 -5.43 -0.0597
C -1.30 -3.15 -4.61 -0.3454
C -1.78 -1.68 -5.11 -0.0366
C -3.23 -1.22 -4.58 -0.3130
O -3.57 0.02 -4.74 0.0229
O -4.17 -2.09 -3.93 0.0137
O -1.57 -3.44 -3.21 -0.1079
C -0.99 -2.47 -2.29 -0.2097
C 0.03 -3.32 -1.31 -0.0933
C 0.86 -2.17 -0.48 -0.2079
C 2.45 -2.50 -0.36 -0.1981
C 3.21 -1.15 0.22 -0.2131
S 4.53 -1.56 1.48 0.7615
O 5.05 -2.99 1.35 -0.3417
O 5.69 -0.60 1.20 -0.3841
O 4.04 -1.21 3.08 -0.2235
B -2.10 -1.82 -1.24 -0.4079
O -3.20 -2.62 -0.72 0.0324
O -1.92 -0.40 -0.88 0.0566
C 0.29 -3.38 -5.02 -0.2134
C 0.74 -4.93 -5.04 -0.1284
C 1.24 -5.50 -6.46 -0.3879
C 1.97 -6.95 -6.18 -0.1097
C 0.08 -5.78 -7.55 -0.1117
N 0.60 -2.61 -6.28 -0.1444
N 1.96 -2.30 -6.40 -0.0312
H -4.17 -4.31 -6.59 0.0788
H -2.76 -3.27 -7.49 0.0797
H -2.20 -5.33 -5.10 0.1227
H -1.01 -0.90 -4.67 0.1425
H -1.76 -1.52 -6.25 0.1267
H -4.91 -2.35 -4.53 0.1244
H -0.33 -1.66 -2.77 0.1368
H 0.74 -4.00 -1.92 0.1166
H -0.57 -3.90 -0.49 0.1287
H 0.41 -2.00 0.59 0.1304
H 0.79 -1.12 -1.00 0.1193
H 2.84 -2.62 -1.45 0.1221
H 2.69 -3.44 0.27 0.1215
H 2.43 -0.44 0.74 0.1175
H 3.73 -0.54 -0.62 0.1248
H 4.54 -0.40 3.35 0.0477
H -2.98 -3.57 -0.91 0.1326
H -1.41 -0.33 -0.03 0.1077
H 0.95 -2.87 -4.19 0.1429
H -0.06 -5.68 -4.64 0.1173
H 1.65 -5.06 -4.30 0.1213
H 2.05 -4.85 -6.99 0.1163
H 3.08 -6.78 -5.90 0.0814
H 1.96 -7.51 -7.19 0.0752
H 1.37 -7.55 -5.40 0.0855
H -0.74 -4.97 -7.62 0.0433
H 0.61 -5.77 -8.60 0.0884
H -0.34 -6.87 -7.45 0.0928
H 0.19 -3.04 -7.12 0.1092
H 2.34 -2.51 -7.33 0.0839
H 2.04 -1.27 -6.27 0.0910
C -5.90 -2.49 1.74 0.0390
C -6.92 -2.27 2.57 0.0206
C -7.32 -0.90 2.95 -0.3773
O -8.25 -0.69 3.71 0.0829
C -6.54 0.22 2.37 0.0210
C -5.52 0.00 1.54 0.0384
C -5.13 -1.38 1.16 -0.3158
O -4.19 -1.59 0.40 0.0627
H -5.60 -3.49 1.46 0.1250
H -7.50 -3.07 3.01 0.1209
H -6.85 1.22 2.65 0.1223
H -4.94 0.80 1.10 0.1268
C -13.02 1.12 6.81 0.0180
C -12.20 2.17 6.73 0.0179
C -10.97 2.11 5.92 -0.3841
O -10.22 3.07 5.85 0.1003
C -10.68 0.86 5.20 0.0221
C -11.50 -0.19 5.27 0.0253
C -12.73 -0.14 6.09 -0.3889
O -13.48 -1.10 6.16 0.0977
H -13.93 1.14 7.40 0.1207
H -12.40 3.09 7.25 0.1207
H -9.77 0.84 4.61 0.0945
H -11.30 -1.12 4.75 0.1220
C 4.90 0.54 6.32 0.0258
C 4.75 0.59 7.65 0.0304
C 4.41 1.85 8.34 -0.3825
O 4.27 1.89 9.55 0.1103
C 4.25 3.06 7.50 0.0349
C 4.41 3.01 6.18 0.0350
C 4.74 1.75 5.49 -0.3584
O 4.89 1.71 4.28 0.0823
H 5.15 -0.38 5.80 0.1195
H 4.86 -0.29 8.27 0.1257
H 4.00 3.98 8.02 0.1272
H 4.29 3.89 5.55 0.0952
C 4.08 4.33 1.09 0.0307
C 3.93 4.38 2.41 0.0317
C 3.59 5.64 3.10 -0.3721
O 3.45 5.69 4.31 0.0871
C 3.43 6.85 2.27 0.0153
C 3.59 6.81 0.94 0.0038
C 3.92 5.54 0.25 -0.3981
O 4.07 5.50 -0.96 0.0914
H 4.33 3.42 0.57 0.1244
H 4.04 3.50 3.04 0.0931
H 3.18 7.77 2.79 0.1235
H 3.47 7.68 0.32 0.1234
C 9.79 7.97 0.86 0.0237
C 8.83 7.42 1.61 0.0244
C 7.47 7.20 1.06 -0.3659
O 6.59 6.70 1.74 0.1051
C 7.23 7.60 -0.34 0.0315
C 8.19 8.15 -1.08 0.0279
C 9.54 8.38 -0.54 -0.3853
O 10.42 8.88 -1.22 0.1067
H 10.79 8.14 1.24 0.1234
H 8.99 7.12 2.63 0.1228
H 6.23 7.43 -0.72 0.1127
H 8.02 8.45 -2.11 0.1249


# 2
34
Properties=species:S:1:pos:R:3:lowdin_charge:R:1 method="wB97M-V/def2-TZVPD" charge=+1 e_tot_ev=-53068.40778 fmax_ev_per_a=4.05
C 4.06 1.06 -1.22 -0.0533
C 2.57 1.16 -0.64 -0.2242
O 2.01 2.48 -0.82 0.0561
B 0.82 2.67 -0.10 -0.5766
O 0.36 3.96 0.20 0.1553
C -0.05 1.38 0.35 -0.0315
C 0.14 0.80 1.69 -0.0621
C -0.63 -0.39 2.06 0.0307
C -1.58 -0.97 1.09 -0.1470
C -2.36 -2.25 1.46 -0.6525
Cl -3.94 -2.17 2.28 0.6481
C -1.80 -3.43 1.09 -0.6778
C -0.40 -3.44 0.38 -0.0846
Cl -2.55 -5.01 1.39 0.6531
C -1.78 -0.37 -0.22 0.0305
C -1.00 0.83 -0.58 0.0182
C -1.42 1.26 -2.02 -0.3566
O -1.08 2.18 -2.70 0.1659
N -2.41 0.29 -2.38 0.1580
C -2.68 -0.77 -1.43 -0.3436
O -3.40 -1.70 -1.60 0.1737
H 4.34 1.96 -1.82 0.0864
H 4.11 0.18 -1.92 0.0825
H 4.76 0.83 -0.39 0.0738
H 1.99 0.36 -1.19 0.1338
H 2.66 0.90 0.45 0.1112
H 1.04 4.62 0.00 0.1266
H 0.90 1.31 2.36 -0.0064
H -0.48 -0.84 3.07 0.1326
H -0.48 -2.99 -0.65 0.0920
H 0.34 -2.82 0.97 0.0807
H 0.05 -4.46 0.33 0.0812
H -3.28 0.73 -2.70 0.1733
Ag 1.18 2.67 3.19 0.9528


# 3
85
Properties=species:S:1:pos:R:3:lowdin_charge:R:1 method="wB97M-V/def2-TZVPD" charge=-1 e_tot_ev=-263286.78447 fmax_ev_per_a=1.23
Bi 0.12 -0.47 0.11 1.7335
O -0.91 -5.42 0.43 0.1064
C -0.74 -4.14 0.82 -0.5081
O 0.28 -3.73 1.30 0.1028
C -1.98 -3.32 0.53 -0.1396
O -1.90 -2.04 1.07 -0.2151
C -2.06 -1.99 2.48 -0.1101
C -1.39 -0.78 3.11 -0.6694
O -1.64 -0.62 4.30 0.0166
O -0.65 -0.05 2.36 -0.2810
H -0.07 -5.87 0.58 0.1245
H -2.05 -3.21 -0.55 0.1367
H -2.86 -3.87 0.89 0.1472
H -3.12 -1.93 2.73 0.1344
H -1.64 -2.89 2.95 0.1320
C -0.80 4.37 2.96 -0.4081
Se -1.27 3.58 1.24 0.8874
C 0.20 4.29 0.19 -0.5592
C 1.58 3.77 0.61 -0.5264
Se 1.39 2.01 1.45 0.8487
C 3.30 1.57 1.38 -0.3799
H -0.82 5.46 2.91 0.0161
H 0.17 4.01 3.28 -0.0034
H -1.55 4.02 3.66 0.0188
H 0.16 5.38 0.24 0.0565
H -0.04 3.97 -0.82 0.0524
H 2.04 4.42 1.35 0.0623
H 2.25 3.67 -0.24 0.0491
H 3.68 1.58 0.36 0.0042
H 3.40 0.56 1.79 0.0199
H 3.86 2.26 2.00 0.0210
Br 7.42 -0.63 1.48 0.7143
C 6.85 -1.29 -0.20 -0.7018
C 5.75 -2.12 -0.27 -0.1134
C 5.31 -2.58 -1.51 -0.0225
C 5.99 -2.22 -2.68 -0.2974
C 7.13 -1.43 -2.57 -0.0423
C 7.56 -0.95 -1.34 -0.1299
N 5.72 -2.78 -3.97 0.0472
N 4.58 -3.11 -4.36 0.0563
C 3.38 -2.67 -3.77 -0.2667
C 2.32 -3.56 -3.86 -0.0291
C 1.13 -3.40 -3.17 -0.0069
C 0.92 -2.27 -2.35 -0.3738
O -0.09 -2.15 -1.59 -0.1927
C 1.92 -1.21 -2.46 -0.1463
N 1.61 -0.03 -1.86 -0.0147
C 2.40 1.00 -2.01 -0.1441
C 3.60 0.93 -2.74 -0.0320
C 3.96 -0.26 -3.29 -0.0034
C 3.13 -1.40 -3.16 -0.1116
H 5.22 -2.41 0.63 0.1047
H 4.46 -3.24 -1.56 0.1212
H 7.67 -1.20 -3.48 0.1127
H 8.44 -0.33 -1.27 0.0974
H 2.51 -4.47 -4.43 0.1116
H 0.34 -4.14 -3.22 0.1113
H 2.06 1.92 -1.56 0.0897
H 4.21 1.81 -2.86 0.1086
H 4.87 -0.33 -3.87 0.1112
C -1.42 0.69 -0.72 -0.3170
C -2.66 0.49 -0.79 -0.2213
C -4.00 0.27 -0.86 -0.1955
C -4.81 0.50 0.34 -0.1755
C -6.21 0.55 0.30 -0.0595
C -6.96 0.76 1.46 -0.1149
C -6.34 0.94 2.68 -0.1268
C -4.95 0.92 2.74 -0.0904
C -4.20 0.71 1.59 -0.0395
C -4.53 -0.35 -2.09 -0.1867
C -5.46 -1.40 -2.06 -0.0581
C -5.88 -2.04 -3.22 -0.1101
C -5.38 -1.65 -4.46 -0.1286
C -4.45 -0.61 -4.51 -0.1069
C -4.03 0.02 -3.35 -0.0408
H -6.73 0.44 -0.65 0.1004
H -8.04 0.78 1.39 0.0894
H -6.93 1.10 3.58 0.0843
H -4.43 1.06 3.68 0.1012
H -3.12 0.67 1.65 0.0852
H -5.84 -1.73 -1.10 0.1066
H -6.57 -2.86 -3.16 0.0910
H -5.71 -2.14 -5.37 0.0856
H -4.04 -0.30 -5.47 0.0915
H -3.30 0.81 -3.40 0.1087


# 4
109
Properties=species:S:1:pos:R:3:lowdin_charge:R:1 method="wB97M-V/def2-TZVPD" e_tot_ev=-192146.72422 fmax_ev_per_a=10.76
Ca 0.44 -1.96 1.83 1.3874
C -2.24 3.00 1.39 -0.1116
C -3.51 3.07 2.24 -0.1867
C -4.47 4.32 1.98 -0.1607
C -4.93 4.55 0.54 -0.0509
N -5.52 6.01 0.18 -0.1712
C -6.27 6.08 -1.15 -0.0974
C -7.65 5.41 -0.89 -0.1239
C -7.98 5.88 0.55 -0.1492
C -6.67 6.41 1.14 -0.0961
C -4.43 7.15 0.22 -0.0698
C -3.07 6.68 -0.40 -0.2415
C -1.98 7.70 -0.48 -0.1060
H -1.54 2.25 1.77 0.0473
H -1.63 3.90 1.39 0.0734
H -2.31 2.71 0.34 0.0731
H -3.11 3.09 3.25 0.1156
H -4.07 2.14 2.10 0.1027
H -3.86 5.19 2.24 0.1029
H -5.30 4.35 2.68 0.1034
H -5.80 3.91 0.39 0.1281
H -4.12 4.45 -0.18 0.1112
H -6.28 7.12 -1.49 0.1321
H -5.70 5.54 -1.91 0.1322
H -8.35 5.67 -1.68 0.1195
H -7.62 4.32 -0.82 0.1083
H -8.69 6.70 0.60 0.1126
H -8.50 5.12 1.13 0.1173
H -6.72 7.49 1.21 0.1284
H -6.49 6.02 2.14 0.1192
H -4.16 7.31 1.27 0.1266
H -4.87 8.06 -0.19 0.1269
H -3.17 6.21 -1.37 0.1143
H -2.59 5.90 0.20 0.0939
H -1.57 8.04 0.47 0.0835
H -2.31 8.62 -0.96 0.0759
H -1.12 7.34 -1.05 0.0885
C 4.92 -0.85 -5.72 -0.0984
C 4.94 -2.31 -5.26 -0.2829
C 4.36 -2.44 -3.85 -0.1674
C 4.54 -3.91 -3.32 -0.0711
N 3.82 -4.32 -1.96 -0.1571
C 4.11 -5.87 -1.76 -0.0390
C 2.87 -6.66 -2.30 -0.1380
C 1.92 -5.68 -2.84 -0.1832
C 2.31 -4.38 -2.16 -0.0993
C 4.24 -3.39 -0.76 -0.0516
C 5.74 -3.50 -0.33 -0.2063
C 6.25 -2.31 0.46 -0.1004
H 5.59 -0.27 -5.08 0.0783
H 3.89 -0.48 -5.70 0.0775
H 5.31 -0.82 -6.73 0.0724
H 5.98 -2.61 -5.34 0.1061
H 4.50 -3.02 -5.96 0.1094
H 3.31 -2.19 -3.94 0.1115
H 4.91 -1.77 -3.19 0.1173
H 5.60 -4.13 -3.19 0.1133
H 4.13 -4.61 -4.05 0.1214
H 4.19 -5.99 -0.68 0.1070
H 5.07 -6.10 -2.21 0.1217
H 2.31 -7.04 -1.45 0.1278
H 3.15 -7.31 -3.13 0.1246
H 0.89 -5.95 -2.61 0.1319
H 1.92 -5.50 -3.92 0.1187
H 2.00 -4.44 -1.12 0.1193
H 2.03 -3.45 -2.65 0.1202
H 3.62 -3.85 0.01 0.0809
H 3.92 -2.36 -0.87 0.1237
H 6.41 -3.62 -1.18 0.0962
H 6.06 -4.33 0.31 0.1111
H 7.33 -2.23 0.57 0.0776
H 5.87 -2.17 1.48 0.0725
H 6.15 -1.40 -0.12 0.0754
N -0.32 -2.08 -0.33 -0.4291
S -1.41 -2.84 -1.08 0.4615
O -1.26 -3.22 -2.47 -0.2673
O -2.73 -2.45 -0.58 -0.2641
F -1.11 -4.26 -0.37 -0.2044
S -0.12 -0.83 -1.42 0.5977
O -1.15 -0.37 -2.33 -0.2367
O 1.24 -0.81 -1.92 -0.2832
F -0.07 0.30 -0.22 -0.2158
N 1.98 -3.48 2.21 -0.4426
S 3.23 -3.53 3.38 0.6425
O 4.48 -4.25 3.05 -0.2616
O 2.94 -3.50 4.83 -0.2405
F 3.54 -1.97 3.11 -0.2047
S 1.86 -4.98 2.20 0.4234
O 1.56 -5.68 3.46 -0.2458
O 2.74 -5.74 1.32 -0.2813
F 0.43 -5.08 1.50 -0.1869
N 1.48 0.04 2.29 -0.4302
S 1.42 1.22 3.56 0.6091
O 0.34 2.14 3.42 -0.2506
O 2.61 1.79 4.13 -0.2324
F 1.01 0.13 4.72 -0.1888
S 2.56 0.74 1.52 0.4351
O 3.91 0.68 2.06 -0.2706
O 2.10 1.99 0.88 -0.2799
F 2.64 -0.29 0.27 -0.2218
N -1.34 -1.98 3.21 -0.4294
S -2.88 -1.17 3.30 0.5991
O -3.02 -0.08 4.27 -0.2722
O -4.09 -1.89 2.99 -0.2402
F -2.61 -0.31 1.96 -0.2122
S -1.65 -2.85 4.47 0.4768
O -2.60 -3.93 4.31 -0.2559
O -1.52 -2.30 5.83 -0.2580
F -0.25 -3.66 4.34 -0.2196


# 5
22
Properties=species:S:1:pos:R:3:lowdin_charge:R:1 method="wB97M-V/def2-TZVPD" charge=-1 e_tot_ev=-10994.04260 fmax_ev_per_a=4.54
C 0.71 1.41 -1.39 -0.5700
O 1.09 2.61 -1.54 -0.3039
C 1.84 0.48 -0.70 -0.1513
C 1.15 -0.69 0.10 -0.2107
C -0.02 -1.56 -0.45 -0.2674
C -2.24 -0.82 0.61 -0.1110
N -1.04 -1.76 0.51 -0.1261
H -0.11 1.45 -0.61 0.0531
H 0.39 1.07 -2.30 0.0588
H 2.53 1.13 -0.16 0.0898
H 2.47 -0.02 -1.41 0.0643
H 1.75 -1.52 0.22 0.0436
H 1.01 -0.29 1.15 0.1076
H 0.36 -2.62 -0.60 0.1116
H -0.27 -1.13 -1.35 0.0793
H -3.03 -1.10 -0.06 0.0498
H -2.03 0.24 0.73 0.0334
H -2.67 -0.94 1.62 0.0638
H -0.62 -1.68 1.43 0.0761
H -0.21 1.77 0.55 0.0795
H -0.25 2.18 2.16 0.0062
O -0.82 1.80 1.49 -0.1767


# 6
72
Properties=species:S:1:pos:R:3:lowdin_charge:R:1 method="wB97M-V/def2-TZVPD" multiplicity=5 charge=+4 e_tot_ev=-68184.34841 fmax_ev_per_a=4.25
Os -0.24 0.62 -0.59 0.6571
P -1.88 2.12 -0.30 0.6338
P -2.26 -2.03 0.60 0.8935
P 1.93 1.46 -0.72 0.6637
H 1.36 -3.51 -0.87 0.0282
C 2.33 -3.30 -0.42 -0.0677
C 2.24 -2.95 0.88 -0.0666
H 1.29 -3.16 1.44 0.0435
C -2.91 2.37 -1.84 -0.2237
C -3.10 1.76 1.01 -0.2164
C -1.02 3.68 0.11 -0.2117
C -1.71 -3.72 0.35 -0.1685
C -2.71 -1.70 2.32 -0.1791
C -3.70 -1.70 -0.42 -0.1824
C 3.26 0.31 -1.14 -0.2105
C 2.52 2.25 0.82 -0.2114
C 2.15 2.78 -1.94 -0.2335
H 3.14 -3.18 -1.15 0.0655
H 2.84 -2.17 1.40 0.0536
H -3.59 3.23 -1.76 0.0816
H -3.50 1.46 -2.02 0.0523
H -2.24 2.51 -2.71 0.0193
H -3.73 2.63 1.23 0.0892
H -2.58 1.47 1.93 0.0284
H -3.74 0.92 0.71 0.0258
H -1.73 4.50 0.22 0.0810
H -0.28 3.92 -0.67 0.0426
H -0.48 3.54 1.05 0.0472
H -2.60 -4.32 0.61 0.0967
H -0.86 -3.98 1.00 0.0632
H -1.41 -3.90 -0.69 0.0770
H -3.20 -2.61 2.70 0.0923
H -3.38 -0.83 2.31 0.0569
H -1.82 -1.44 2.89 0.0476
H -4.20 -2.67 -0.52 0.0857
H -3.41 -1.34 -1.42 0.0633
H -4.33 -0.95 0.05 0.0570
H 4.20 0.88 -1.14 0.0862
H 3.11 -0.11 -2.14 0.0376
H 3.34 -0.49 -0.40 0.0379
H 3.56 2.55 0.65 0.0839
H 2.49 1.55 1.67 0.0389
H 1.93 3.14 1.05 0.0644
H 2.62 2.36 -2.83 0.0709
H 2.85 3.51 -1.50 0.0854
H 1.21 3.29 -2.21 0.0413
C 0.42 -0.38 -4.08 -0.4660
C 0.11 0.01 -5.42 0.0272
C 0.57 -0.73 -6.51 0.0231
C 1.36 -1.84 -6.32 0.0426
C 1.72 -2.21 -5.02 0.0776
C 1.33 -1.47 -3.90 -0.0256
S -0.29 0.60 -2.75 0.6141
H -1.34 -0.79 0.49 -0.0440
H -0.49 0.93 -5.62 0.1573
H 0.22 -0.49 -7.53 0.1638
H 1.66 -2.48 -7.17 0.1647
H 2.36 -3.07 -4.84 0.1578
H 1.66 -1.75 -2.90 0.0968
N 0.31 0.68 1.31 -0.1192
C 0.27 0.38 2.46 -0.0548
C 0.48 0.35 3.85 -0.2159
C -0.52 0.78 4.77 0.0008
C -0.27 0.81 6.14 -0.0107
C 0.96 0.37 6.62 0.0208
C 1.95 -0.13 5.76 0.0045
C 1.71 -0.14 4.38 0.0049
H -1.47 1.17 4.37 0.1199
H -1.01 1.22 6.83 0.1408
H 1.14 0.37 7.68 0.1365
H 2.92 -0.49 6.13 0.1404
H 2.50 -0.43 3.67 0.1215


# 7
37
Properties=species:S:1:pos:R:3:lowdin_charge:R:1 method="wB97M-V/def2-TZVPD" e_tot_ev=-115596.61248 fmax_ev_per_a=1.18
C -3.21 -1.53 -1.59 -0.0472
C -2.20 -0.46 -1.29 -0.3103
C -2.41 0.46 -0.28 -0.1052
C -1.45 1.42 -0.01 -0.5783
C -0.26 1.51 -0.73 -0.2948
C -0.09 0.61 -1.78 -0.0218
C -1.03 -0.37 -2.04 -0.0507
H -0.87 -1.06 -2.86 0.1181
H 0.78 0.69 -2.40 0.1112
N 0.66 2.51 -0.45 0.1156
C 2.02 2.51 -0.42 -0.4862
O 2.62 3.54 -0.21 0.0898
C 2.78 1.22 -0.71 -0.1181
N 2.14 0.03 -0.19 -0.3003
S 1.94 0.07 1.49 0.6410
O 2.92 -0.76 2.13 -0.2632
O 1.80 1.43 1.90 -0.2473
C 0.35 -0.69 1.72 -0.5792
C -0.57 -0.29 2.63 -0.1800
C -1.72 -1.11 2.65 -0.1687
C -1.64 -2.13 1.76 -0.3803
S -0.16 -2.11 0.88 1.0562
H -2.36 -2.90 1.56 0.0706
H -2.56 -0.94 3.30 0.1107
H -0.42 0.57 3.26 0.1043
C 2.77 -1.20 -0.64 -0.1020
H 3.84 -1.20 -0.43 0.0991
H 2.60 -1.31 -1.71 0.0973
H 2.31 -2.03 -0.12 0.0489
H 3.78 1.35 -0.30 0.1440
H 2.88 1.12 -1.80 0.1361
H 0.27 3.35 -0.02 0.1079
Br -1.80 2.67 1.39 0.8324
H -3.31 0.43 0.30 0.1096
H -2.74 -2.51 -1.59 0.0787
H -3.65 -1.37 -2.57 0.0849
H -4.01 -1.53 -0.85 0.0774


| no. | molar mass (g/mol) |
| --- | --- |
| 1 | 950.78 |
| 2 | 435.83 |
| 3 | 1075.51 |
| 4 | 1101.25 |
| 5 | 120.17 |
| 6 | 659.83 |
| 7 | 403.32 |